(1)
Entry from OMol25: the molecule C3H4O2 (ωB97M-V/def2-TZVPD).

Summary:
- Net charge: 0
- ΔE to the lowest compared entry with this formula, charge and spin: 239.55 kJ/mol
- HOMO energy: -0.3688 Eh
- Max |F|: 1.66 eV Å⁻¹
- E_LUMO: 0.82 eV
- HOMO-LUMO gap: 10.85 eV
- SMILES: O=C[C@H]1CO1
- DFT total energy: -267.10154 Eh

Cartesian coordinates (Å):
O 2.3068 0.6694 0.2818
C 1.3093 -0.0069 0.2841
C -0.0549 0.4999 0.4443
C -1.0453 -0.3183 -0.5637
O -1.0773 -0.3762 0.8019
H 1.3113 -1.1044 0.1270
H -0.1796 1.5350 0.8185
H -1.6388 0.3875 -1.1089
H -0.9314 -1.2861 -1.0849

(2)
Entry from OMol25: a 14-piece molecular cluster, H26O17S overall (ωB97M-V/def2-TZVPD).

Summary:
- Net charge: -2
- ΔE to the lowest compared entry with this formula, charge and spin: 484.91 kJ/mol
- HOMO energy: -0.1512 Eh
- Max |F|: 6.92 eV Å⁻¹
- E_LUMO: 4.85 eV
- HOMO-LUMO gap: 8.96 eV
- DFT total energy: -1692.88771 Eh

Cartesian coordinates (Å):
S 0.2369 0.2791 0.0323
O 1.5349 -0.1079 -0.3047
O -0.0911 1.5911 -0.5487
O -0.8181 -0.6339 -0.3487
O 0.1979 0.4631 1.4093
O -0.1121 -1.6089 2.8583
H -0.9451 -1.9509 2.6033
H 0.0549 -0.7369 2.3993
O -2.5571 -2.3439 1.4963
H -2.3931 -3.4029 1.5493
H -2.1711 -1.9969 0.6893
O -1.6071 1.1261 3.2953
H -1.3021 1.0741 4.1103
H -0.9611 0.8551 2.5923
O -0.0711 2.2291 -2.8267
H -0.2131 1.8291 -2.0327
H 0.0749 1.4091 -3.1417
O -2.6011 2.3631 -0.5437
H -1.5931 2.2401 -0.4427
H -2.8271 1.5031 -1.0367
O -3.0451 -0.4579 -1.4567
H -2.3131 -0.7359 -0.9997
H -3.2051 -1.2719 -1.9457
O -0.7611 -2.9589 -1.1047
H -1.6301 -3.0419 -1.5527
H -0.6571 -1.9909 -0.7697
O 2.7789 -2.1669 0.6623
H 2.4889 -1.2969 0.3863
H 2.5829 -2.3779 1.6043
O 3.6389 1.0091 0.4453
H 3.5059 1.7111 -0.1627
H 2.7729 0.5461 0.1093
O 1.8949 1.3841 3.1633
H 1.4999 0.8571 2.3253
H 1.7859 2.3091 3.1803
O 2.0849 -1.7229 -2.3647
H 2.0919 -2.5749 -1.9397
H 2.0619 -1.0999 -1.6787
O 0.6399 4.1021 -0.1887
H -0.0441 4.7071 0.0433
H 0.3279 3.2531 -0.4367
O -0.1771 -0.5539 -3.3427
H 0.5989 -0.9949 -3.0647
H -0.7581 -0.8139 -2.7187

(3)
Entry from OMol25: a 15-piece molecular cluster, C21H72N24O15 overall (ωB97M-V/def2-TZVPD).

Summary:
- Net charge: 0
- ΔE to the lowest compared entry with this formula, charge and spin: 596.26 kJ/mol
- HOMO energy: -0.3416 Eh
- Max |F|: 8.70 eV Å⁻¹
- E_LUMO: 0.06 eV
- HOMO-LUMO gap: 9.36 eV
- DFT total energy: -3286.13115 Eh

Cartesian coordinates (Å):
C -2.0498 -18.2833 -2.0605
C -1.9801 -19.0678 -0.7996
C -1.3264 -18.1481 0.2802
O -3.2837 -19.4940 -0.3954
H -2.1708 -18.9591 -2.9072
H -1.0482 -17.9634 -2.3476
H -2.6022 -17.3437 -2.0526
H -1.4536 -20.0040 -0.9852
H -1.3619 -18.4385 1.3302
H -1.6454 -17.1135 0.1535
H -0.2609 -18.0265 0.0853
H -3.1900 -19.9724 0.4316
C 4.5995 -27.4135 -2.0166
C 3.4804 -28.2640 -1.7421
C 2.1328 -27.5845 -1.5194
O 3.3073 -29.3439 -2.6797
H 5.2529 -27.8561 -2.7685
H 5.2137 -27.1426 -1.1578
H 4.2487 -26.5601 -2.5969
H 3.6556 -28.7135 -0.7647
H 2.3183 -26.9887 -0.6257
H 1.2577 -28.2083 -1.3379
H 1.8742 -26.7594 -2.1832
H 4.0515 -29.9483 -2.6296
C -11.0230 -18.0064 5.0327
C -9.5969 -17.6076 5.3708
C -8.4892 -18.7130 5.1238
O -9.3434 -16.6076 4.4566
H -11.5436 -18.7031 5.6897
H -10.9997 -18.6392 4.1455
H -11.7581 -17.2056 5.1134
H -9.4923 -17.1028 6.3311
H -7.8118 -18.6194 4.2749
H -8.9528 -19.6995 5.1300
H -7.8810 -18.8352 6.0201
H -9.3878 -15.7688 4.9214
C 1.2875 -10.8025 -2.9742
O 0.7200 -9.7133 -2.8498
N 2.4485 -10.9782 -3.4807
N 0.6883 -11.9089 -2.7975
H 2.7331 -11.9338 -3.6422
H 3.1058 -10.2169 -3.5724
H 1.1480 -12.6964 -3.2319
H -0.3129 -11.9049 -2.6650
C -10.0127 -16.2798 -1.6824
O -10.0169 -16.2955 -2.8990
N -11.1449 -16.2185 -0.8650
N -8.9617 -16.4034 -0.9487
H -11.1397 -16.3116 0.1407
H -12.0464 -16.1515 -1.3154
H -8.9927 -16.3328 0.0583
H -8.1093 -16.5854 -1.4591
C -3.8088 -14.6178 7.8548
O -4.1407 -15.4302 8.6748
N -4.0835 -13.3726 7.8795
N -3.3357 -14.9108 6.7211
H -4.1141 -12.8101 7.0412
H -4.3366 -13.0855 8.8142
H -3.2439 -15.9040 6.5626
H -3.6320 -14.3569 5.9302
C 2.8943 -22.8884 -7.3707
O 1.7753 -22.9943 -6.8034
N 3.3607 -21.8321 -7.8752
N 3.7624 -23.7869 -7.6774
H 2.8920 -20.9751 -7.6185
H 4.1288 -21.8226 -8.5310
H 4.6473 -23.4657 -8.0431
H 3.6033 -24.7248 -7.3380
C 5.9091 -16.8036 -3.2406
O 5.7253 -16.1429 -4.2744
N 5.4764 -18.0357 -3.1110
N 6.5429 -16.4575 -2.1468
H 5.5436 -18.5315 -2.2336
H 5.1408 -18.5688 -3.9004
H 6.4673 -17.1604 -1.4255
H 6.8460 -15.5121 -1.9609
C -9.5037 -25.5622 0.2977
O -9.7776 -25.3426 1.4488
N -9.7300 -26.6816 -0.4049
N -9.0230 -24.7423 -0.5994
H -9.4565 -26.5954 -1.3733
H -10.2386 -27.4868 -0.0685
H -8.7545 -25.0475 -1.5240
H -8.8148 -23.8262 -0.2285
C -5.0054 -25.2724 -5.9196
O -6.0387 -25.7850 -5.4968
N -4.3746 -24.2554 -5.3415
N -4.3652 -25.6586 -7.0138
H -4.6947 -23.8335 -4.4815
H -3.4032 -24.1905 -5.6106
H -4.7394 -26.5015 -7.4255
H -3.9098 -24.8882 -7.4819
C 2.9972 -12.9040 4.7559
O 4.1983 -12.7067 4.8239
N 2.1955 -13.6463 5.5382
N 2.2808 -12.2519 3.8387
H 1.2478 -13.8132 5.2314
H 2.5232 -14.1284 6.3630
H 1.3428 -12.4867 3.5467
H 2.6385 -11.4953 3.2734
C 3.9381 -20.7264 3.2496
O 4.5965 -20.1080 2.4093
N 3.0686 -21.5606 2.9569
N 4.0634 -20.7095 4.5250
H 2.4635 -21.9415 3.6703
H 2.9361 -21.5533 1.9556
H 4.6966 -20.0531 4.9589
H 3.7792 -21.5118 5.0686
C 0.1545 -15.4689 -9.7490
O 0.3304 -16.2105 -8.7431
N 0.3184 -15.9017 -10.9532
N -0.2601 -14.2037 -9.7333
H 0.2413 -15.1913 -11.6669
H 0.7117 -16.8279 -11.0401
H -0.3366 -13.7553 -10.6350
H -0.9714 -14.0182 -9.0406
C -3.1585 -25.7504 3.4445
O -3.6555 -24.6179 3.5004
N -2.4188 -26.3271 4.4006
N -3.6001 -26.5479 2.4200
H -1.9265 -27.1926 4.2312
H -2.3117 -25.8042 5.2581
H -4.4028 -26.1566 1.9482
H -3.3113 -27.5158 2.4229
C -6.4897 -11.1198 -5.8863
O -5.4469 -11.7443 -5.7606
N -7.6401 -11.3707 -5.4856
N -6.5916 -9.9243 -6.3554
H -7.8612 -12.2642 -5.0697
H -8.2684 -10.6682 -5.8486
H -7.4664 -9.5182 -6.6554
H -5.6813 -9.4895 -6.3067

(4)
Entry from OMol25: the molecule C4H7N3 (ωB97M-V/def2-TZVPD).

Summary:
- Net charge: 0
- ΔE to the lowest compared entry with this formula, charge and spin: 296.55 kJ/mol
- HOMO energy: -0.3380 Eh
- Max |F|: 2.15 eV Å⁻¹
- E_LUMO: 0.39 eV
- HOMO-LUMO gap: 9.59 eV
- SMILES: C=N/N=C\[C@@H]1CN1
- DFT total energy: -320.77035 Eh

Cartesian coordinates (Å):
C -0.6341 2.3487 0.3430
N -0.3372 1.2266 -0.2175
N -1.4056 0.3212 -0.2604
C -1.0417 -0.9123 -0.2495
C 0.3461 -1.4369 -0.1193
C 1.2929 -0.8913 0.8509
N 1.6040 -0.8072 -0.5535
H 0.1140 3.1049 0.4098
H -1.6231 2.6670 0.7502
H -1.8656 -1.6203 -0.3774
H 0.3215 -2.5023 -0.3687
H 1.9207 -1.5700 1.4441
H 0.9907 -0.0262 1.3817
H 1.3344 0.1139 -0.9704

(5)
Entry from OMol25: the molecule C2H4N2O3 (ωB97M-V/def2-TZVPD).

Summary:
- Net charge: 0
- ΔE to the lowest compared entry with this formula, charge and spin: 474.55 kJ/mol
- HOMO energy: -0.3642 Eh
- Max |F|: 6.90 eV Å⁻¹
- E_LUMO: 0.31 eV
- HOMO-LUMO gap: 10.22 eV
- SMILES: [H]/N=C(\NO)OC=O
- DFT total energy: -413.71095 Eh

Cartesian coordinates (Å):
H 1.0609 1.9624 0.4220
N 0.1534 1.6724 -0.1222
C 0.1801 0.4172 -0.4430
N 1.0323 -0.6069 0.1664
O 2.5278 -0.4379 0.4008
O -0.7663 -0.3151 -0.9646
C -1.7659 -0.5146 -0.0810
O -1.9238 -0.0026 1.0317
H 0.8479 -1.5895 -0.2602
H 3.0867 -0.0267 -0.4440
H -2.4820 -1.1750 -0.6260

(6)
Entry from OMol25: C24H28AlNO2 as an isolated structure (ωB97M-V/def2-TZVPD).

Summary:
- Net charge: 0
- HOMO energy: -0.2709 Eh
- Max |F|: 2.86 eV Å⁻¹
- E_LUMO: 0.51 eV
- HOMO-LUMO gap: 7.88 eV
- DFT total energy: -1378.95609 Eh

Cartesian coordinates (Å):
C -1.2535 2.1272 2.4136
C -0.2401 2.2525 1.4007
C -0.7728 1.6697 0.1770
H 0.6390 2.8945 1.4454
C -2.1675 1.4008 0.4278
C -2.4390 1.6707 1.7777
H -2.8929 1.0994 -0.3302
C 1.3909 -0.2398 3.7104
C 1.7716 0.9954 3.1521
C 2.1510 0.7894 1.7834
H 1.8564 1.9402 3.6851
C 1.9173 -0.6002 1.4698
C 1.3572 -1.2148 2.6655
H -0.3137 1.7725 -0.8084
H -3.4188 1.5664 2.2512
H -1.1534 2.4951 3.4365
H 1.2126 -2.2914 2.7637
H 2.7001 1.4656 1.1315
H 1.2296 -0.4597 4.7650
Al 0.0720 0.2121 1.5502
C 2.1015 -1.3019 0.1392
C 2.7067 -2.6855 0.3872
C 2.9461 -0.4769 -0.8360
H 3.6400 -2.5934 0.9631
H 2.9154 -3.1695 -0.5694
H 2.0091 -3.3240 0.9420
H 3.9277 -0.2376 -0.4006
H 2.4467 0.4650 -1.1175
H 3.1019 -1.0664 -1.7512
C 0.6526 -1.3740 -0.4683
C 0.5030 -2.2828 -1.6726
H 0.3225 -0.3575 -0.7826
H -0.0763 -1.7770 0.2592
O 1.2607 -3.2328 -1.8380
N -0.5125 -2.0640 -2.5624
C -1.6621 -1.1644 -2.4791
H -0.5679 -2.7692 -3.2874
C -1.3772 0.2143 -3.0274
C -2.4045 1.1637 -3.0187
H -3.3955 0.8557 -2.6732
C -2.1587 2.4738 -3.4322
H -2.9631 3.2120 -3.3842
C -0.8866 2.8333 -3.8977
H -0.6904 3.8606 -4.2105
C 0.1259 1.8709 -3.9664
H 1.1184 2.1279 -4.3443
C -0.1247 0.5551 -3.5483
H 0.6485 -0.2115 -3.6394
H -2.0476 -1.0927 -1.4446
H -2.4704 -1.6209 -3.0735
C -1.8111 -0.8711 3.7336
C -1.3089 -1.1313 2.3333
O -1.8241 -1.9445 1.5684
H -1.3724 0.0478 4.1390
H -1.5122 -1.7128 4.3766
H -2.9066 -0.7641 3.7154

(7)
Entry from OMol25: C23H39Cl2N4O4Pt as an isolated structure (ωB97M-V/def2-TZVPD).

Summary:
- Net charge: -1
- ΔE to the lowest compared entry with this formula, charge and spin: 190.73 kJ/mol
- HOMO energy (alpha / beta): -0.0607 / -0.1533 Eh
- Max |F|: 3.46 eV Å⁻¹
- E_LUMO (alpha / beta): 2.23 / 2.23 eV
- HOMO-LUMO gap (alpha / beta): 3.89 / 6.40 eV
- DFT total energy: -2459.42340 Eh
- Spin multiplicity: 3

Cartesian coordinates (Å):
O -3.1803 0.0106 -0.0915
C -3.6106 0.3436 -1.2341
C -5.0074 0.7059 -1.2276
C -5.7283 0.4713 -0.0423
H -5.2146 0.0109 0.8026
C -7.0629 0.8437 0.0383
H -7.5979 0.6716 0.9739
C -7.6834 1.4424 -1.0708
H -8.7320 1.7398 -1.0122
C -6.9587 1.6830 -2.2529
H -7.4413 2.1757 -3.1056
C -5.6181 1.3215 -2.3348
H -5.0153 1.5051 -3.2259
H -2.9771 0.5598 -2.0937
C -2.0699 -2.0280 -2.1237
C -1.3295 -0.7913 -1.8151
H -1.4114 -2.7919 -2.5595
H -2.8661 -1.8455 -2.8548
H -2.5113 -2.4310 -1.2183
C -0.2949 -0.3228 -2.5334
C 0.3355 -0.9961 -3.7084
H 0.2103 0.5751 -2.2019
H -0.2846 -0.9738 -4.6107
H 0.5261 -2.0566 -3.4931
H 1.2851 -0.5081 -3.9593
Pt -1.2408 -0.0091 0.2508
Cl -1.8907 -1.9705 1.3639
Cl -1.8263 2.4020 0.0282
C 0.9867 -2.0073 0.4444
O 0.7252 -0.7637 0.5296
N 2.2039 -2.4550 0.7405
C 3.3272 -1.5482 0.9579
C 2.5059 -3.8753 0.8212
H 0.2335 -2.7580 0.1540
H 3.0306 -0.5352 0.6795
H 4.1843 -1.8806 0.3550
H 3.6442 -1.5741 2.0129
H 1.6131 -4.4649 0.6038
H 2.8650 -4.1314 1.8264
H 3.2939 -4.1351 0.1043
H 4.1944 3.4440 -0.7141
H 2.9573 5.3953 -1.0625
C 3.4028 2.7856 -1.0923
C 2.0914 4.8593 -1.4697
N 2.1346 3.4836 -1.0177
H 3.3404 1.8728 -0.4934
C 1.0235 2.8250 -0.6354
O 1.0250 1.6718 -0.1945
H 1.1598 5.3116 -1.1113
H 0.0970 3.4260 -0.7583
H 3.6526 2.5251 -2.1335
H 2.1168 4.9246 -2.5681
C -0.4538 3.5493 2.9189
N 0.5148 2.6308 3.4511
C 1.2663 3.1277 4.5758
C 2.4541 2.2558 4.9145
C 2.3980 0.8605 4.3316
N 1.0568 0.4511 4.0073
C 0.7990 -0.9651 4.0014
C 0.1699 1.2904 3.3801
O -0.8514 0.8916 2.7961
H -0.0117 4.5526 2.8980
H -1.3686 3.5767 3.5342
H -0.7212 3.2329 1.9043
H 1.5980 4.1406 4.3209
H 0.6191 3.2108 5.4706
H 2.5123 2.1797 6.0044
H 3.3749 2.7311 4.5666
H 2.7741 0.1415 5.0666
H 3.0591 0.8141 3.4451
H 1.5155 -1.4994 3.3575
H 0.9257 -1.3561 5.0229
H -0.2190 -1.1349 3.6480

(8)
Entry from OMol25: C4H5NO as an isolated structure (ωB97M-V/def2-TZVPD).

Summary:
- Net charge: 0
- ΔE to the lowest compared entry with this formula, charge and spin: 290.44 kJ/mol
- HOMO energy: -0.3446 Eh
- Max |F|: 1.18 eV Å⁻¹
- E_LUMO: 0.86 eV
- HOMO-LUMO gap: 10.23 eV
- DFT total energy: -285.30396 Eh

Cartesian coordinates (Å):
C -1.1797 -0.6277 0.5473
C 0.0021 0.3139 0.6008
C 1.4178 -0.3761 -0.8213
O 1.7708 -1.4708 -0.8778
C 0.0601 1.4614 -0.1570
N 0.5556 2.0157 -1.0951
H -1.9403 -0.3676 1.2914
H -1.6495 -0.6195 -0.4409
H -0.8418 -1.6484 0.7576
H 0.5336 0.3600 1.5530
H 1.2713 0.9590 -1.3581

(9)
Entry from OMol25: a 2-piece molecular cluster, C2H2Cl6 overall (ωB97M-V/def2-TZVPD).

Summary:
- Net charge: 0
- ΔE to the lowest compared entry with this formula, charge and spin: 18.65 kJ/mol
- HOMO energy: -0.4086 Eh
- Max |F|: 1.46 eV Å⁻¹
- E_LUMO: 0.47 eV
- HOMO-LUMO gap: 11.59 eV
- SMILES: ClC(Cl)Cl.ClC(Cl)Cl
- DFT total energy: -2838.54120 Eh

Cartesian coordinates (Å):
Cl 5.8218 -8.0974 4.2438
C 7.0508 -6.9499 3.6225
Cl 8.6277 -7.7688 3.5088
Cl 7.0313 -5.5871 4.7479
H 6.8134 -6.6050 2.6161
Cl 1.3551 -6.8126 3.8018
C 2.6052 -6.9820 2.5623
Cl 3.4419 -5.3522 2.4689
Cl 1.8611 -7.3006 1.0130
H 3.2876 -7.7730 2.8733

(10)
Entry from OMol25: the molecule C2H5NO3 (ωB97M-V/def2-TZVPD).

Summary:
- Net charge: 0
- ΔE to the lowest compared entry with this formula, charge and spin: 286.67 kJ/mol
- HOMO energy: -0.3657 Eh
- Max |F|: 2.53 eV Å⁻¹
- E_LUMO: 0.34 eV
- HOMO-LUMO gap: 10.29 eV
- SMILES: O=C(CO)NO
- DFT total energy: -359.60013 Eh

Cartesian coordinates (Å):
O 1.0394 1.1103 1.1360
C 0.5098 0.3649 0.3155
C -0.7692 0.6836 -0.4117
O -1.4503 1.8218 0.0623
N 0.6535 -1.0239 0.3830
O 0.6624 -1.7561 -0.8353
H -0.5759 0.7631 -1.4835
H -1.2785 -0.3533 -0.2142
H -0.7919 2.3672 0.5318
H 1.4100 -1.3090 1.0032
H 0.5907 -2.6686 -0.4872

(11)
Entry from OMol25: the molecule C7H13PS (ωB97M-V/def2-TZVPD).

Summary:
- Net charge: 0
- ΔE to the lowest compared entry with this formula, charge and spin: 0.00 kJ/mol
- HOMO energy: -0.3049 Eh
- Max |F|: 4.71 eV Å⁻¹
- E_LUMO: 0.66 eV
- HOMO-LUMO gap: 8.96 eV
- SMILES: CC1=C(C)[P@](C)(=S)CC1
- DFT total energy: -1014.05541 Eh

Cartesian coordinates (Å):
C 2.3831 0.0206 -0.8670
C 0.9187 0.2852 -0.5847
C -0.0598 -0.7370 -0.3984
C 0.1218 -2.1888 -0.6971
P -1.5863 -0.0278 0.1326
C -1.5484 -0.2715 1.9448
S -3.3504 -0.2555 -0.6334
C -0.9982 1.6651 0.0230
C 0.4667 1.6804 -0.2171
H 2.6989 -0.9579 -1.1228
H 2.8792 0.5475 -0.0284
H 2.6763 0.5274 -1.7719
H 0.9434 -2.3216 -1.4129
H -0.7616 -2.6693 -1.0990
H 0.3593 -2.7733 0.2000
H -2.3031 0.1973 2.5377
H -1.4957 -1.2858 2.1764
H -0.5058 0.0102 2.2134
H -1.3304 2.3243 0.8937
H -1.3853 2.0290 -0.8878
H 1.0725 1.9247 0.7027
H 0.8051 2.2767 -1.1038

(12)
Entry from OMol25: the molecule C4H4O4 (ωB97M-V/def2-TZVPD).

Summary:
- Net charge: 0
- ΔE to the lowest compared entry with this formula, charge and spin: 549.86 kJ/mol
- HOMO energy: -0.3875 Eh
- Max |F|: 6.82 eV Å⁻¹
- E_LUMO: -1.16 eV
- HOMO-LUMO gap: 9.39 eV
- SMILES: O=C(O)C(=O)[C@H]1CO1
- DFT total energy: -455.60360 Eh

Cartesian coordinates (Å):
O -2.3771 1.4935 -0.4673
C -1.9752 0.3053 -0.3575
O -2.5685 -0.9758 0.3534
C -0.4654 -0.3284 -0.5946
O -0.2283 -1.5777 -0.8144
C 0.7029 0.6690 -0.2141
C 1.9418 0.1009 0.5418
O 1.8602 0.0473 -0.8117
H -1.6790 -1.7055 0.5081
H 0.5494 1.7706 -0.1267
H 2.3604 1.0289 1.0625
H 1.8786 -0.8282 0.9207